{
  "formula": "C12H24O13RbS",
  "method": "ωB97M-V/def2-TZVPD",
  "symbols": ["Rb", "S", "O", "O", "O", "O", "C", "C", "O", "C", "O", "O", "C", "H", "H", "H", "H", "H", "H", "H", "H", "C", "C", "O", "C", "O", "O", "C", "H", "H", "H", "H", "H", "H", "H", "H", "C", "C", "O", "C", "O", "O", "C", "H", "H", "H", "H", "H", "H", "H", "H"],
  "positions_angstrom": [[2.67180, 0.43985, 0.39653], [4.75047, -0.03033, -2.32286], [4.42704, -0.70841, -3.58256], [4.70930, -0.88082, -1.12389], [6.10332, 0.50897, -2.45677], [3.81628, 1.07112, -2.06800], [-2.87467, -1.11085, -1.54380], [-1.83929, -1.60812, -2.52399], [-0.97834, -2.59786, -1.92471], [0.15416, -2.25459, -1.32199], [0.44575, -1.08140, -1.10977], [0.88538, -3.34710, -1.05143], [2.17624, -3.23058, -0.49105], [-3.67931, -1.80101, -1.29017], [-3.30960, -0.18840, -1.92854], [-2.37110, -0.74038, -0.65091], [-1.20564, -0.78667, -2.85836], [-2.33650, -1.96836, -3.42461], [2.45157, -2.45368, 0.22219], [2.84786, -3.09915, -1.33942], [2.46989, -4.12218, 0.06296], [0.80398, 2.05006, -3.75018], [1.08919, 2.59628, -2.36997], [0.14034, 3.43393, -1.78831], [-1.00313, 2.78662, -1.24197], [-1.09789, 1.57103, -1.12210], [-1.81416, 3.84056, -0.82423], [-3.13188, 3.63905, -0.37176], [1.64650, 1.49559, -4.16350], [0.41180, 2.90880, -4.29503], [0.03205, 1.28061, -3.76311], [1.95913, 3.25284, -2.38485], [1.33342, 1.75745, -1.71819], [-3.30209, 2.59469, -0.11016], [-3.84553, 3.88150, -1.15918], [-3.41452, 4.29825, 0.44902], [-0.31862, -2.20705, 6.41456], [-0.93504, -1.42263, 5.16151], [0.14906, -1.28967, 4.24527], [0.15360, -0.60399, 3.07035], [1.06124, -0.67029, 2.25571], [-0.99808, 0.02981, 2.90713], [-1.14974, 0.94977, 1.85044], [0.51746, -1.73489, 6.93043], [0.08455, -3.16245, 6.07876], [-1.04197, -2.41888, 7.20196], [-1.25873, -0.45716, 5.55034], [-1.71636, -1.98090, 4.64578], [-0.33794, 1.67344, 1.77712], [-2.10935, 1.45319, 1.96794], [-1.22184, 0.44439, 0.88737]],
  "gap_ev": 4.3,
  "relative_energy_kcal_mol": 35.2,
  "total_charge": -1,
  "total_energy_ha": -1872.1049,
  "molar_mass_g_mol": 493.846
}